1.
C10H4ClNO5Pb | wB97M-V/def2-TZVPD

Output
Frontier orbital gap = 6.30 eV
E_HOMO = -14.91 eV
Net charge = +2

XYZ file:
```
22
C10H4ClNO5Pb, DFT wB97M-V/def2-TZVPD
O 0.000 0.000 -3.430
C 0.000 0.000 -2.295
Pb 0.000 0.000 0.103
O 2.100 -2.687 0.001
C 1.394 -1.765 0.017
C -1.394 1.764 0.013
O -2.099 2.687 0.004
C -1.775 -1.381 0.018
O -2.682 -2.106 0.000
C 1.775 1.381 0.016
O 2.681 2.106 0.002
Cl 0.213 2.703 5.067
C 0.091 1.215 4.309
C -0.011 -0.004 4.973
C -0.112 -1.219 4.304
C -0.107 -1.207 2.935
N -0.003 -0.005 2.347
C 0.100 1.241 2.928
H -0.013 0.020 6.043
H -0.190 -2.174 4.777
H -0.183 -2.104 2.268
H 0.174 2.113 2.274
```

=====

2.
C10H4F9N2O2PdS2 | wB97M-V/def2-TZVPD

Output
Frontier orbital gap = 7.26 eV
E_HOMO = -5.08 eV
Net charge = -1

XYZ file:
```
30
C10H4F9N2O2PdS2, DFT wB97M-V/def2-TZVPD
Pd 1.904 -0.733 -0.196
O 0.965 -0.667 2.474
N -0.250 -0.977 2.238
C -1.226 -0.454 3.030
C -2.553 -0.747 2.852
C -2.932 -1.593 1.814
C -1.944 -2.095 0.995
C -0.597 -1.805 1.202
S 0.633 -2.533 0.215
H -0.839 0.197 3.797
H -3.277 -0.303 3.520
H -3.972 -1.832 1.638
H -2.183 -2.724 0.149
F -0.755 -0.398 -2.678
C 0.062 0.650 -2.730
F 1.261 0.209 -3.147
F -0.404 1.483 -3.680
C 0.181 1.326 -1.321
O 0.261 0.424 -0.333
C 1.429 2.269 -1.323
F 1.599 2.959 -2.457
F 2.556 1.537 -1.138
F 1.378 3.146 -0.318
C -1.094 2.189 -1.075
F -1.104 3.319 -1.810
F -1.194 2.545 0.204
F -2.200 1.500 -1.388
S 6.109 -2.888 -0.326
C 4.625 -2.230 -0.168
N 3.560 -1.775 -0.040
```

=====

3.
C10H5Cl3N3S2Ti | wB97M-V/def2-TZVPD

Output
⟨S²⟩ = 0.762
Frontier orbital gap (alpha / beta) = 6.12 / 5.56 eV
E_HOMO (alpha / beta) = -1.23 / -1.25 eV
Net charge = -2
Multiplicity = 2

XYZ file:
```
24
C10H5Cl3N3S2Ti, DFT wB97M-V/def2-TZVPD
Ti -0.655 -0.094 0.580
Cl -1.560 -2.142 -0.067
C -0.252 0.279 -1.443
C -0.183 -0.495 -2.607
C 0.643 -0.071 -3.636
C 1.383 1.114 -3.474
C 1.237 1.826 -2.300
Cl 2.232 3.378 -2.227
C 0.416 1.478 -1.253
S 1.663 1.222 1.889
H -0.732 -1.426 -2.693
H 0.747 -0.650 -4.549
H 2.056 1.449 -4.257
S 2.185 -1.419 0.390
C 1.505 -0.118 1.024
N 0.307 -4.161 5.339
C -0.036 -3.106 4.993
N -0.448 -1.885 4.735
C -0.675 -1.333 3.603
N -0.959 -0.720 2.650
Cl -3.457 0.803 0.517
C -1.825 1.636 0.844
H -1.887 2.036 1.851
H -1.708 2.399 0.091
```

=====

4.
C10H5ClNO5Sr | wB97M-V/def2-TZVPD

Output
Frontier orbital gap = 7.07 eV
E_HOMO = -11.28 eV
Net charge = +1

XYZ file:
```
23
C10H5ClNO5Sr, DFT wB97M-V/def2-TZVPD
O -0.009 2.293 -4.870
C -0.001 1.785 -3.839
Sr 0.097 0.809 -0.439
C -0.049 0.704 2.395
O 0.020 0.278 3.463
C -0.037 -1.535 -0.626
O -0.213 -2.696 -0.464
C 2.752 0.003 -0.883
O 3.791 -0.462 -0.672
C -2.698 -0.135 -0.471
O -3.804 -0.526 -0.419
H 0.004 -0.759 -2.123
Cl 5.147 -0.475 3.831
C 3.734 -1.305 3.499
C 3.456 -2.558 4.055
C 2.287 -3.182 3.678
C 1.397 -2.529 2.793
N 1.780 -1.391 2.282
C 2.841 -0.679 2.637
H 4.172 -2.996 4.717
H 2.019 -4.139 4.020
H 0.424 -2.964 2.484
H 2.987 0.312 2.223
```

=====

5.
C10H5FeNO3 | wB97M-V/def2-TZVPD

Output
⟨S²⟩ = 6.040
Frontier orbital gap (alpha / beta) = 7.22 / 5.37 eV
E_HOMO (alpha / beta) = -16.56 / -16.54 eV
Net charge = +2
Multiplicity = 5

XYZ file:
```
20
C10H5FeNO3, DFT wB97M-V/def2-TZVPD
O 1.147 -3.059 1.554
C 0.642 -2.198 1.009
Fe 0.087 0.381 -0.092
C -1.625 0.227 0.517
C -0.603 -0.442 -1.565
O -2.588 -0.153 1.052
O -0.916 -1.246 -2.344
N 0.782 2.010 -0.255
C 1.348 3.038 -0.290
C 2.111 4.198 -0.274
C 1.679 5.323 -1.019
C 2.421 6.488 -1.020
C 3.612 6.539 -0.269
C 4.058 5.445 0.470
C 3.329 4.274 0.481
H 0.748 5.254 -1.593
H 2.087 7.354 -1.595
H 4.199 7.470 -0.277
H 4.998 5.511 1.049
H 3.663 3.407 1.056
```

=====

6.
C10H67N3O25PS | wB97M-V/def2-TZVPD

Output
Frontier orbital gap = 7.21 eV
E_HOMO = -11.16 eV
Net charge = +1

XYZ file:
```
107
C10H67N3O25PS, DFT wB97M-V/def2-TZVPD
C 1.695 1.505 2.117
C 2.077 2.378 1.145
C 1.806 2.260 -0.348
N 0.819 1.233 -0.706
C 1.264 -0.005 -0.622
N 2.576 -0.338 -0.455
N 0.328 -1.033 -0.780
C -0.533 -1.020 0.439
C -1.299 0.295 0.421
P -1.894 0.648 2.178
C -2.557 -0.915 2.926
C -3.357 1.762 1.952
C -0.538 1.491 -0.191
C -1.365 2.038 -1.407
S -1.302 0.950 -2.842
O 0.045 0.891 -3.422
O -2.255 1.465 -3.813
H 1.878 0.429 2.108
H 1.138 1.910 2.959
H 2.635 3.262 1.453
H 1.491 3.223 -0.746
H 2.746 2.039 -0.864
H 2.974 -0.673 0.403
H 3.167 -0.316 -1.282
H 0.832 -1.913 -0.834
H 0.042 -1.186 1.359
H -1.266 -1.826 0.370
H -2.213 0.129 -0.168
H -2.217 -0.995 3.962
H -2.236 -1.829 2.427
H -3.647 -0.959 2.951
H -2.985 2.666 1.463
H -4.123 1.336 1.289
H -3.803 2.004 2.916
H -0.552 2.305 0.540
H -0.930 3.003 -1.683
H -2.404 2.193 -1.109
H -1.619 -0.306 -2.409
O -4.325 1.983 -5.915
H -3.703 1.927 -5.180
H -4.504 2.922 -6.012
O 3.184 4.859 -0.614
H 3.269 5.196 -1.516
H 4.092 4.745 -0.319
O 1.428 -1.917 -4.021
H 2.008 -1.976 -3.254
H 1.251 -0.970 -4.118
O 5.996 4.327 0.978
H 6.843 4.753 1.153
H 6.018 3.515 1.509
O 3.832 5.770 2.656
H 2.948 5.910 2.300
H 4.290 5.272 1.968
O 6.762 2.301 -1.329
H 6.445 2.842 -0.596
H 7.529 2.766 -1.679
O -4.255 -3.347 2.516
H -4.461 -4.017 1.853
H -3.762 -3.829 3.186
O -3.984 -0.589 -7.810
H -4.151 0.164 -7.229
H -3.111 -0.899 -7.554
O -4.657 4.196 0.676
H -5.195 4.812 0.168
H -5.081 3.342 0.546
O -6.095 -5.303 3.104
H -6.644 -4.686 2.603
H -6.526 -6.158 2.980
O 2.151 -0.985 -6.591
H 2.970 -0.533 -6.372
H 2.149 -1.763 -6.019
O -7.805 -6.857 5.132
H -6.978 -6.403 5.322
H -7.788 -7.625 5.712
O 3.417 5.040 -3.696
H 3.675 5.426 -4.539
H 3.230 4.120 -3.901
O 7.399 0.668 -4.053
H 7.680 -0.247 -3.954
H 7.269 0.981 -3.153
O -8.237 -2.926 3.110
H -7.699 -2.146 2.945
H -8.088 -3.124 4.042
O 3.821 0.610 -3.476
H 4.707 0.975 -3.351
H 3.386 1.244 -4.056
O -4.678 -6.556 6.310
H -4.557 -6.284 5.393
H -3.786 -6.634 6.661
O 1.844 1.843 5.267
H 2.425 2.600 5.133
H 2.024 1.568 6.172
O -3.832 -3.953 -0.569
H -2.938 -3.633 -0.410
H -4.193 -3.339 -1.217
O 5.383 1.614 1.920
H 5.147 1.009 1.212
H 5.886 1.066 2.538
O -3.396 -6.858 -0.692
H -2.791 -6.910 0.052
H -3.549 -5.911 -0.821
O 3.368 -3.211 -1.725
H 3.213 -2.501 -1.096
H 4.261 -3.522 -1.540
O 5.077 -0.644 3.615
H 4.719 -0.637 4.509
H 5.256 -1.573 3.439
```

=====

Table of calculated total energy (eV), in record order: -39907.28372 -67119.95804 -97274.24869 -35527.04398 -52450.33535 -87229.79244